C18H28N4O5PdSSi | ωB97M-V/def2-TZVPD

Summary:
- HOMO-LUMO gap (eV) = 5.702
- max |F| (eV/Å) = 2.196
- total charge = -2
- E_HOMO (eV) = -1.10
- energy above the lowest of the compared OMol25 structures with the same formula, charge and spin (kcal per mole) = 49.6

```
58
C18H28N4O5PdSSi | OMol25 | ωB97M-V/def2-TZVPD
Pd 0.8448 -0.3710 -0.8559
C 3.4429 -0.3684 -2.4772
N 3.1753 -0.0678 -1.0734
C 4.0333 -0.8700 -0.2086
C 3.3580 1.3462 -0.7820
C 2.2259 2.1565 -1.3110
C 2.4319 3.4894 -1.6619
C 1.3710 4.2987 -2.0373
C 0.0956 3.7479 -2.0589
C -0.1031 2.4119 -1.7265
C 0.9557 1.5679 -1.3528
H 4.5037 -0.1644 -2.7113
H 2.8057 0.2451 -3.1112
H 3.2008 -1.4088 -2.6754
H 5.0959 -0.6752 -0.4379
H 3.7948 -1.9193 -0.3465
H 3.8380 -0.6066 0.8311
H 4.3257 1.7069 -1.1734
H 3.3733 1.4565 0.3068
H 3.4391 3.8966 -1.6256
H 1.5372 5.3356 -2.3100
H -0.7567 4.3619 -2.3341
H -1.1042 2.0119 -1.7582
C -0.7417 -1.7343 4.5551
N 0.4385 -1.3788 3.7964
C 1.2149 -0.2417 4.2470
C 1.7179 0.3544 2.9271
O 2.5318 1.2570 2.8812
N 1.1185 -0.2944 1.8834
C 0.3756 -1.2588 2.4048
N -0.4095 -2.0821 1.7251
H -0.4504 -2.0845 5.5464
H -1.2922 -2.5330 4.0663
H -1.4212 -0.8799 4.6735
H 2.0502 -0.5256 4.8879
H 0.5984 0.4929 4.7762
H -0.3275 -2.2006 0.6940
H -0.6084 -2.9637 2.1685
C -4.6423 -0.3063 0.9619
Si -4.0467 -0.0160 -0.7935
C -4.8782 -1.2975 -1.8719
C -4.7395 1.6528 -1.3042
C -2.2871 -0.0649 -0.8910
C -1.0661 -0.1742 -0.8696
H -5.7354 -0.2983 1.0304
H -4.2436 0.4659 1.6261
H -4.2755 -1.2708 1.3247
H -5.9552 -1.3467 -1.6798
H -4.4390 -2.2811 -1.6853
H -4.7203 -1.0702 -2.9299
H -5.8291 1.6837 -1.1909
H -4.4948 1.8688 -2.3482
H -4.3053 2.4485 -0.6921
O 1.8725 -2.5802 -0.3277
S 0.9948 -3.1260 -1.4371
O -0.3918 -3.1451 -0.8630
O 1.0778 -2.1772 -2.5746
O 1.4250 -4.4734 -1.8259
```


C18H28N4S2Yb | ωB97M-V/def2-TZVPD

Summary:
- HOMO-LUMO gap (alpha / beta) (eV) = 7.125 / 5.497
- max |F| (eV/Å) = 3.088
- total charge = +3
- E_HOMO (alpha / beta) (eV) = -17.33 / -17.33
- multiplicity = 2

```
53
C18H28N4S2Yb | OMol25 | ωB97M-V/def2-TZVPD
Yb 0.7106 -0.2549 -0.0287
S -1.1024 2.0797 -0.2100
S -0.7486 -2.7085 -0.3353
C -2.9109 2.2974 -0.4357
C -0.5820 2.2967 -1.9409
C -0.9077 1.0948 -2.8083
N -0.2166 -0.1435 -2.3359
C -0.8724 -1.3884 -2.8297
C -0.3506 -2.6082 -2.1003
H 0.4955 2.5085 -1.9206
H -1.0941 3.1886 -2.3241
H -0.5757 1.3265 -3.8293
H -1.9855 0.9248 -2.8281
H -0.6478 -1.5114 -3.9068
H -1.9557 -1.2879 -2.7374
H 0.7461 -2.6680 -2.1580
H -0.7618 -3.5166 -2.5533
C -2.5643 -2.5384 -0.4148
H 0.6916 -0.1204 -2.7993
H -2.8649 -1.6667 -0.9954
H -2.9139 -2.4134 0.6131
H -3.0043 -3.4489 -0.8325
H -3.3396 2.3216 0.5723
H -3.3067 1.4426 -0.9926
H -3.1614 3.2380 -0.9423
C 4.9265 0.0724 -1.6896
C 5.1379 0.0244 -0.3693
H 4.8450 1.0310 -2.2238
H 4.8680 -0.8405 -2.2995
H 5.2359 0.9438 0.2255
H 5.2576 -0.9251 0.1671
N 0.8448 2.2706 2.8985
C 1.7688 2.4072 1.8813
C 2.6184 3.5329 1.8401
C 3.4341 3.6932 0.7224
C 3.3587 2.7792 -0.3313
C 2.5107 1.6861 -0.2061
N 1.8017 1.4712 0.9304
C -0.0393 1.2324 3.2014
C -0.6977 1.3201 4.4449
C -1.5540 0.3096 4.8528
C -1.7468 -0.7719 3.9805
C -1.0721 -0.7877 2.7593
N -0.2174 0.1975 2.3583
H 0.8651 2.9912 3.5996
H 2.6167 4.2156 2.6792
H 4.1389 4.5185 0.6458
H 3.9829 2.8385 -1.2279
H 2.4570 0.9051 -1.0100
H -0.4734 2.1800 5.0740
H -2.0560 0.3455 5.8174
H -2.4010 -1.5984 4.2370
H -1.1871 -1.6326 2.0633
```


C18H28N7O2STi | ωB97M-V/def2-TZVPD

Summary:
- HOMO-LUMO gap (eV) = 5.413
- max |F| (eV/Å) = 0.381
- total charge = +3
- E_HOMO (eV) = -16.39
- energy above the lowest of the compared OMol25 structures with the same formula, charge and spin (kcal per mole) = 0.0

```
57
C18H28N7O2STi | OMol25 | ωB97M-V/def2-TZVPD
Ti -0.9394 -0.1598 -0.2755
N 7.0058 1.1770 -0.2410
C 5.7651 0.7231 -0.1547
C 4.6671 1.6340 -0.0662
C 3.3957 1.1702 0.0149
C 3.1425 -0.2252 0.0184
C 4.2302 -1.1399 -0.0412
C 5.5026 -0.6748 -0.1272
S 1.6186 -0.8549 0.0957
O 0.7365 -0.5107 -1.1674
O 1.5732 -2.2469 0.3992
N 0.5601 0.0469 0.9956
C -0.0991 -0.4182 2.1510
N -1.4024 -0.4261 1.8246
C -2.2648 -0.8201 2.7852
C -1.7815 -1.1723 4.0249
C -0.4016 -1.1320 4.2288
N 0.4591 -0.7493 3.2749
H 7.2082 2.1640 -0.2550
H 7.7938 0.5505 -0.2921
H 4.8642 2.6973 -0.0435
H 2.5869 1.8807 0.1279
H 4.0448 -2.2045 -0.0117
H 6.3305 -1.3702 -0.1661
H -3.3186 -0.8436 2.5502
H -2.4527 -1.4788 4.8141
H 0.0278 -1.4076 5.1848
C -4.1327 -0.6569 -0.1638
N -3.0363 0.1117 -0.8120
C -2.8959 -0.3231 -2.2312
C -3.3762 1.5644 -0.7484
C -2.2868 2.3429 -1.4306
N -0.9621 1.9491 -0.8545
C -0.7310 2.7510 0.3942
C 0.0954 2.3074 -1.8492
H -5.0298 -0.5983 -0.7823
H -4.3564 -0.2114 0.8018
H -3.8439 -1.6978 -0.0468
H -3.5501 0.2640 -2.8771
H -3.1343 -1.3768 -2.3247
H -1.8676 -0.1736 -2.6076
H -3.4751 1.8342 0.3040
H -4.3448 1.7315 -1.2262
H -2.4291 3.4181 -1.3133
H -2.2620 2.1391 -2.4996
H -0.8478 3.8081 0.1534
H 0.2704 2.5625 0.7661
H -1.4568 2.4822 1.1617
H 0.0072 3.3683 -2.0885
H -0.0341 1.7194 -2.7558
H 1.0765 2.1073 -1.4330
C -0.9674 -4.7599 -0.9247
C -1.1931 -3.3426 -0.7483
N -1.3678 -2.2147 -0.6072
H 0.0245 -4.9961 -0.5345
H -1.0162 -4.9977 -1.9886
H -1.7290 -5.3210 -0.3818
```


C18H29CeCl3GeNO7 | ωB97M-V/def2-TZVPD

Summary:
- HOMO-LUMO gap (alpha / beta) (eV) = 4.981 / 4.978
- max |F| (eV/Å) = 4.307
- total charge = +1
- E_HOMO (alpha / beta) (eV) = -10.98 / -10.98

```
60
C18H29CeCl3GeNO7 | OMol25 | ωB97M-V/def2-TZVPD
Ce 8.2761 7.4453 10.9522
C 11.7858 6.1456 11.7991
C 10.9705 6.1150 13.0429
C 10.4656 4.7260 13.3827
C 11.8453 6.6952 14.1473
O 9.7294 6.9026 12.9034
Ge 9.6351 8.6984 13.4572
O 7.6442 8.3945 12.8939
C 6.6686 8.5497 14.0573
C 6.5559 10.0208 14.4761
C 7.0932 7.7427 15.2737
C 5.3229 8.0346 13.4731
O 9.6979 9.1821 11.5517
C 10.2309 10.5371 11.3414
C 9.2916 11.4951 12.0655
C 10.0971 10.8236 9.8536
C 11.6717 10.5916 11.8723
H 12.7341 5.5945 11.8809
H 12.0292 7.1439 11.3897
H 11.2776 5.6016 11.0123
H 11.2763 4.0964 13.6473
H 9.8383 4.3770 12.5577
H 9.7814 4.8152 14.2664
H 12.8029 6.1346 14.2585
H 11.3517 6.6233 15.1229
H 12.1794 7.7791 13.9750
H 7.4170 10.3595 15.0736
H 5.6102 10.1175 15.0551
H 6.5405 10.6145 13.5433
H 8.1005 8.0231 15.5507
H 7.0761 6.6754 14.9505
H 6.3733 7.9110 16.0960
H 4.6634 8.8432 13.1120
H 4.7399 7.3984 14.1641
H 5.4758 7.3799 12.6223
H 8.3052 11.3792 11.5677
H 9.7035 12.5357 12.0456
H 9.1800 11.2977 13.1410
H 9.0866 10.4939 9.5293
H 10.8650 10.2303 9.3255
H 10.2320 11.9012 9.6560
H 11.6881 10.5454 12.9514
H 12.1622 11.5779 11.5947
H 12.2288 9.7646 11.4660
Cl 4.0109 11.9325 6.0150
C 5.0312 10.9996 6.9638
C 4.8722 11.0858 8.3602
C 5.6553 10.2856 9.1904
Cl 5.5922 10.3328 10.8929
C 6.5195 9.3441 8.5608
O 7.2382 8.4388 9.2226
C 6.7984 9.3876 7.1486
Cl 8.1513 8.6781 6.4388
C 6.0793 10.3217 6.3857
H 4.0509 11.7086 8.7366
H 6.2834 10.3427 5.3018
O 7.5330 3.5936 10.3459
N 7.7971 4.7482 10.7105
O 8.9767 5.2478 10.3626
O 7.1148 5.4908 11.5264
```


C18H29ClErI2NP2S | ωB97M-V/def2-TZVPD

Summary:
- HOMO-LUMO gap (alpha / beta) (eV) = 3.420 / 3.498
- max |F| (eV/Å) = 1.476
- total charge = +2
- E_HOMO (alpha / beta) (eV) = -14.58 / -14.66
- energy above the lowest of the compared OMol25 structures with the same formula, charge and spin (kcal per mole) = 0.0
- multiplicity = 4

```
55
C18H29ClErI2NP2S | OMol25 | ωB97M-V/def2-TZVPD
I -0.0108 2.9682 -1.7760
I -0.0028 -2.8381 -1.6163
Er -0.0227 0.0748 -2.0983
P -2.8483 0.0092 -2.3949
C -3.7048 0.0862 -0.7816
C -3.3915 1.4484 -3.3796
H -4.4488 1.3871 -3.6675
H -4.4613 -1.4596 -3.5503
H -2.7555 1.4840 -4.2786
H -2.7715 -1.6074 -4.1594
H -3.3464 0.9807 -0.2434
H -3.1960 2.3630 -2.8002
C -3.4029 -1.4997 -3.2631
H -4.7978 0.1247 -0.8662
H -3.2056 -2.3667 -2.6153
H -3.4170 -0.7969 -0.1895
P 2.7939 0.0237 -2.3977
C 3.6666 0.0894 -0.7967
C 3.3475 -1.4845 -3.2679
H 2.6794 1.4967 -4.2816
H 4.3780 1.4069 -3.6894
H 3.1325 2.3790 -2.8101
C 3.3245 1.4640 -3.3893
H 2.7184 -1.5893 -4.1658
H 4.4065 -1.4472 -3.5524
H 4.7591 0.1079 -0.9051
H 3.3709 -0.7847 -0.1942
H 3.1466 -2.3524 -2.6224
H 3.3362 0.9880 -0.2503
Cl -0.0623 -0.0655 -4.6104
N -0.2169 -0.0017 0.1983
S 0.8291 0.2394 1.3984
C 0.1407 1.4978 2.4597
C 1.0368 2.2636 3.2314
C 0.5383 3.2308 4.1047
C -0.8445 3.4404 4.1948
C -1.7205 2.7073 3.3989
C -1.2310 1.7525 2.5064
C 0.6660 -1.2451 2.3965
C -0.5612 -1.6219 2.9335
C -0.6841 -2.8489 3.5825
C 0.4335 -3.6829 3.7174
C 1.6625 -3.3084 3.1650
C 1.7882 -2.0935 2.4943
H -0.9783 -0.6045 0.5174
H 2.1115 2.0910 3.1301
H 1.2268 3.8246 4.7022
H -1.2283 4.2008 4.8822
H -2.7938 2.8845 3.4559
H -1.9009 1.2153 1.8383
H -1.4290 -0.9650 2.8334
H -1.6511 -3.1597 3.9686
H 0.3377 -4.6391 4.2361
H 2.5252 -3.9760 3.2384
H 2.7294 -1.7910 2.0290
```


C18H29N3O2S | ωB97M-V/def2-TZVPD

Summary:
- HOMO-LUMO gap (eV) = 8.299
- max |F| (eV/Å) = 14.195
- E_HOMO (eV) = -7.79
- energy above the lowest of the compared OMol25 structures with the same formula, charge and spin (kcal per mole) = 351.1

```
53
C18H29N3O2S | OMol25 | ωB97M-V/def2-TZVPD
O -0.4700 -0.6040 1.3053
C -0.9477 0.0570 0.3934
N -0.2991 1.0923 -0.4081
C 0.9106 1.4087 -0.2305
N 1.8556 0.3692 -0.2121
C 3.1080 0.9137 0.3401
C 3.8747 -0.3083 0.9921
N 4.1104 -1.2211 -0.2817
C 2.9453 -1.2943 -1.1634
C 1.7535 -0.9051 -0.3974
H 1.4667 -1.2515 0.5310
H 0.7658 -0.9000 -1.1696
H 3.1789 -0.8837 -2.0836
H 2.9056 -2.2716 -1.3540
C 5.3785 -1.2381 -1.0066
H 5.2874 -2.0819 -1.4667
C 6.6288 -1.5935 0.1000
O 7.0178 -0.3038 0.7418
H 7.4616 0.4678 -0.0854
H 6.2773 -2.0500 0.9806
H 7.3602 -1.9038 -0.6133
H 5.4145 -0.1914 -1.2988
H 4.9368 0.2714 1.2190
H 3.3732 -0.5475 1.8634
H 3.0773 1.9586 0.8002
H 3.7332 1.4618 -0.6024
S 1.1337 2.8872 -0.2328
H -1.0012 1.8760 -0.8381
C -2.6752 -0.1413 0.2458
C -2.7443 -1.5712 -0.3388
C -4.2544 -1.7249 -0.6280
C -4.9985 -1.7470 0.6480
C -4.7680 -0.2621 1.3338
C -5.4357 0.5677 0.3107
C -4.7393 0.5099 -1.0120
C -4.8379 -0.6379 -1.5230
H -5.9140 -1.0510 -1.8682
H -4.3945 -0.9086 -2.2686
C -3.2333 0.9318 -0.8335
H -3.2266 2.0396 -0.3831
H -2.6495 0.7364 -1.6670
H -5.2799 1.3665 -1.4818
H -6.5772 0.4484 0.2409
H -5.3590 1.5702 0.7472
C -3.4195 0.0690 1.4150
H -2.7016 -0.7534 2.1794
H -3.1042 0.9089 1.9269
H -5.1667 -0.3643 2.3226
H -6.0010 -1.8624 0.5592
H -4.6680 -2.3724 1.5267
H -4.3544 -2.8050 -1.0143
H -2.2976 -2.1969 0.2327
H -2.0797 -1.5641 -1.4719
```


C18H29N3OS2 | ωB97M-V/def2-TZVPD

Summary:
- HOMO-LUMO gap (eV) = 8.237
- max |F| (eV/Å) = 0.889
- E_HOMO (eV) = -7.74
- energy above the lowest of the compared OMol25 structures with the same formula, charge and spin (kcal per mole) = 0.0

```
53
C18H29N3OS2 | OMol25 | ωB97M-V/def2-TZVPD
C -4.6347 -1.4755 -2.0894
O -4.8892 -0.4897 -1.1220
C -3.8357 0.4304 -0.9589
C -3.9787 1.0726 0.4182
C -3.5192 0.1136 1.5204
N -2.0838 -0.0152 1.5540
C -1.3873 -1.0928 1.1251
S -2.1212 -2.4971 0.6426
N -0.0427 -0.9701 1.1841
C 0.8639 -1.9065 0.5523
C 2.2103 -1.8760 1.2761
C 2.9813 -0.5669 0.9854
C 4.3311 -0.8153 0.2916
C 4.1318 -1.3882 -1.1089
C 3.1645 -0.5114 -1.8996
C 1.8621 -0.2747 -1.1164
C 1.0485 -1.5731 -0.9334
N 2.1220 0.2969 0.1965
C 2.3871 1.7234 0.2205
C 1.0775 2.4414 0.3445
C 0.3803 2.7076 1.4843
C -0.8672 3.3280 1.2424
C -1.1049 3.5148 -0.0807
S 0.1853 2.9359 -1.0554
H -3.7666 -2.0841 -1.8106
H -4.4605 -1.0319 -3.0783
H -5.5202 -2.1064 -2.1263
H -2.8655 -0.0811 -1.0339
H -3.8763 1.1956 -1.7524
H -5.0306 1.3135 0.5698
H -3.3941 1.9936 0.4613
H -3.8617 0.4726 2.4964
H -3.9379 -0.8779 1.3363
H -1.5643 0.8335 1.7351
H 0.3553 -0.0418 1.2726
H 0.4049 -2.8960 0.6463
H 2.7963 -2.7374 0.9591
H 2.0310 -1.9756 2.3468
H 3.1756 -0.0543 1.9350
H 4.9366 -1.4903 0.8987
H 4.8628 0.1375 0.2182
H 3.7401 -2.4039 -1.0408
H 5.0917 -1.4431 -1.6274
H 2.9304 -0.9701 -2.8613
H 3.6378 0.4534 -2.1003
H 1.2571 0.4521 -1.6704
H 1.5465 -2.4087 -1.4229
H 0.0615 -1.4729 -1.3865
H 2.9214 2.0766 -0.6723
H 2.9983 1.9578 1.0965
H 0.7530 2.4847 2.4692
H -1.5466 3.6291 2.0205
H -1.9570 3.9636 -0.5512
```


C18H29N3S2 | ωB97M-V/def2-TZVPD

Summary:
- HOMO-LUMO gap (eV) = 8.256
- max |F| (eV/Å) = 0.827
- E_HOMO (eV) = -7.74
- energy above the lowest of the compared OMol25 structures with the same formula, charge and spin (kcal per mole) = 5.7

```
52
C18H29N3S2 | OMol25 | ωB97M-V/def2-TZVPD
C 5.7682 -0.5065 1.7582
C 5.4196 0.6715 0.8584
C 4.9279 0.2113 -0.5224
C 4.7063 1.4205 -1.4431
N 3.7896 -0.6851 -0.3959
C 3.7123 -1.6952 -1.4248
C 2.5262 -0.1264 0.0420
C 1.5477 0.2970 -1.0719
C 0.1901 0.6374 -0.4681
N -0.4033 -0.5344 0.1453
C -1.7235 -0.6201 0.4229
S -2.4108 -2.0295 0.9507
N -2.4340 0.5417 0.2690
C -3.8181 0.7192 0.3167
C -4.3066 1.9381 0.7904
C -5.6660 2.1712 0.8187
C -6.5621 1.2126 0.3768
C -6.0770 0.0082 -0.1125
S -7.0991 -1.2852 -0.7436
C -8.7898 -0.7132 -0.4035
C -4.7082 -0.2351 -0.1506
C 0.4901 -1.6373 0.4287
C 1.8083 -1.1191 0.9902
H 6.5758 -1.0908 1.3237
H 6.0835 -0.1579 2.7386
H 4.9024 -1.1516 1.8754
H 6.3017 1.2984 0.7144
H 4.6595 1.2861 1.3438
H 5.7276 -0.3970 -0.9603
H 4.0148 2.1310 -0.9958
H 5.6507 1.9305 -1.6157
H 4.3121 1.1005 -2.4050
H 3.5744 -1.2924 -2.4396
H 4.6357 -2.2758 -1.4161
H 2.8903 -2.3729 -1.2046
H 2.7695 0.7704 0.6180
H 1.4242 -0.5021 -1.8011
H 1.9265 1.1739 -1.5970
H -0.4767 1.0069 -1.2564
H 0.3240 1.4379 0.2775
H -1.9143 1.4002 0.3930
H -3.6176 2.6948 1.1394
H -6.0397 3.1133 1.1921
H -7.6186 1.4204 0.4136
H -9.0076 0.1818 -0.9793
H -9.4403 -1.5218 -0.7222
H -8.9131 -0.5389 0.6613
H -4.3535 -1.1748 -0.5390
H 0.6516 -2.2310 -0.4782
H -0.0047 -2.2828 1.1581
H 1.6066 -0.6336 1.9462
H 2.4676 -1.9645 1.1833
```


C18H29N5O3 | ωB97M-V/def2-TZVPD

Summary:
- HOMO-LUMO gap (eV) = 8.533
- max |F| (eV/Å) = 14.019
- E_HOMO (eV) = -8.06
- energy above the lowest of the compared OMol25 structures with the same formula, charge and spin (kcal per mole) = 477.8

```
55
C18H29N5O3 | OMol25 | ωB97M-V/def2-TZVPD
C -2.6005 -4.8023 -0.0570
H -2.5355 -5.6155 0.5844
H -3.3425 -4.0522 -0.0189
H -2.6568 -5.2552 -1.1681
C -1.3318 -4.1978 -0.1382
O -1.3959 -3.0798 -0.9087
C -0.2286 -2.4032 -0.8660
C 0.0492 -1.3198 0.0554
N 0.8625 -0.2053 -0.2589
C 0.5938 0.9079 -0.7143
N 1.5296 1.9530 -0.8964
C 2.5615 1.1496 -0.6044
C 2.3078 -0.3750 -0.1415
C 3.2436 -1.0568 0.5153
O 2.9668 -2.2714 0.7872
N 4.4561 -0.6767 0.5409
C 4.9773 0.4334 0.0002
O 6.0768 0.8506 0.0336
N 4.0703 1.5583 -0.5814
C 4.2925 2.8074 -0.9003
H 3.7990 3.5244 -0.5002
H 3.8624 2.9588 -1.8917
H 5.3990 2.9675 -0.9083
C 5.5343 -1.4546 1.0656
H 5.1438 -2.2675 0.9782
H 6.2036 -0.9998 1.7074
H 6.3209 -1.8716 0.0862
C -0.8119 1.4782 -1.0847
N -1.8305 1.0145 0.1639
C -1.4786 1.8528 1.2787
C -1.9491 3.4634 0.9689
C -3.2718 3.3861 0.0487
C -3.9733 2.1351 0.3058
H -4.9724 2.0331 -0.2761
H -4.2658 1.8237 1.3365
C -3.1264 1.1562 -0.2735
C -3.6757 -0.4063 -0.0446
H -3.1584 -1.1906 -0.1047
H -3.6095 -0.4879 1.2192
H -4.8724 -0.3723 -0.0290
H -3.1661 0.9397 -1.2424
H -4.0085 4.3139 0.7389
H -3.0889 3.5388 -0.8452
H -1.2166 3.7852 0.5642
H -2.2371 3.8526 1.9310
H -1.8966 1.3807 2.0341
H -0.3641 1.7469 1.4871
H -1.0307 0.5500 -1.8611
H -0.8122 2.4587 -1.4853
H 0.4167 -1.8170 1.0459
H -0.8728 -0.8929 0.4390
H 0.7434 -2.9136 -1.1805
H -0.0297 -1.6141 -2.0429
H -0.4214 -4.7626 -0.0319
H -1.1789 -3.6587 1.1400
```